(1)
Molecular formula: C29H39BBiF6N9O5PS4Si
Method: DFT, ωB97M-V with the def2-TZVPD basis set

## Properties
Relative energy (zero: lowest compared OMol25 entry of this formula, charge and spin) in kcal per mole: 0.00
Total charge: -1
Frontier orbital gap in eV: 8.24

```
96
Properties=species:S:1:pos:R:3:forces:R:3
H -6.993036 2.102181 -3.281859 0.0232 0.0016 -0.0061
H -6.853723 0.583097 -5.228976 0.0093 0.0001 0.0089
C 2.724909 3.926201 -1.634490 -0.0503 0.0604 -0.0152
H -0.683424 -2.534544 -1.718252 0.0099 -0.1560 -0.0321
H 2.438162 3.336346 1.329118 -0.0113 0.0364 0.0779
B 3.778843 0.407799 -1.041655 -0.0921 -0.0021 0.1060
C -0.377481 2.134879 3.829055 -0.0856 -0.1461 0.1197
H 4.955897 0.509831 -1.282471 -0.0363 -0.0597 0.0295
C 2.756939 -2.378960 -3.288052 -0.1218 -0.0976 -0.0073
N 3.586837 -0.018083 0.438496 -0.2298 0.1689 -0.0719
C -4.864055 2.331858 -3.114039 -0.0502 -0.0150 -0.0487
F -0.201091 -4.116298 4.623920 0.0807 -0.0705 0.1145
H 1.716439 -0.327871 2.981318 0.0420 -0.0457 -0.0688
N 2.400794 0.155438 1.067195 0.3771 -0.2011 0.2603
H -0.081658 1.080893 3.879268 -0.0113 0.0808 0.0077
H -2.359515 -0.428892 1.083281 -0.0785 0.1091 0.0301
Si 0.148772 2.908505 2.205347 -0.0592 0.0955 -0.0751
H -4.643264 -0.047108 -6.146298 0.0013 0.0169 0.0054
N 3.140337 -0.636865 -1.988718 -0.1592 0.1945 0.0775
H 1.391643 4.441201 -5.899199 -0.0116 -0.0072 0.0106
C 1.982810 3.282413 2.322964 0.2273 -0.1444 -0.0793
H -0.092183 6.196978 -6.810757 -0.0100 -0.0096 0.0031
H 5.467362 -0.829130 0.932492 -0.0726 0.0135 -0.0089
P -2.085642 2.621934 -2.853249 0.1465 -0.0253 -0.0071
F -0.412109 -1.961494 4.733202 0.0062 -0.0092 0.1185
H -3.829965 -2.020463 -0.088149 -0.0098 0.0106 -0.0358
H -2.982598 -2.808287 -2.339149 0.0903 -0.0397 0.0345
H -3.280173 4.784067 -4.322119 0.0187 0.0111 -0.0001
C 1.574237 -1.679567 -3.016862 0.0733 0.1222 -0.0316
H 4.249551 -1.325085 3.344912 -0.0176 0.0391 -0.0411
H -4.470543 0.411096 -0.007170 -0.0788 -0.0020 0.0458
F 3.122246 -4.304353 2.259733 0.0833 -0.0685 0.0007
H -1.790124 4.391242 1.800368 0.0789 0.0392 0.0257
H 2.855799 4.964480 -1.889011 -0.0007 -0.0389 0.0157
H 0.077073 2.655047 4.678949 -0.0404 -0.0233 -0.0332
H -2.576467 0.834312 -5.110853 -0.0232 -0.0051 0.0056
C -2.259171 4.704627 -4.678818 0.0551 0.0031 -0.0362
C -3.735360 -1.359770 -0.960781 -0.0135 -0.0963 -0.0753
H 0.527392 2.839682 -4.213008 -0.0028 0.0406 -0.0023
F 1.435852 -2.829939 4.013305 -0.0264 -0.0139 0.0860
C -0.732722 4.550422 2.036322 -0.1270 0.1368 -0.0389
F 2.428674 -6.017287 1.126727 0.0860 -0.0497 0.0547
N 1.812558 -0.628729 -2.237202 0.2601 -0.3650 -0.0183
H 2.878956 -3.273760 -3.876387 -0.0004 0.0728 0.0282
C -3.547682 1.119804 -4.722283 -0.0162 0.0504 0.0438
C 1.542170 3.283167 -1.251443 -0.0593 0.0038 -0.0658
H 4.737625 2.958523 -1.831411 -0.0373 -0.0213 0.0149
S -0.792241 1.057651 -2.772245 -0.1166 0.0033 -0.1550
C -2.635059 -1.874119 -1.878627 0.0409 -0.0235 -0.0071
N 1.777815 1.998266 -1.026359 0.4192 0.0788 -0.0634
S -2.465349 3.661807 -1.236530 -0.0414 -0.0106 0.0206
H 0.569886 -1.865802 -3.370459 0.0727 -0.0029 0.0007
H -0.666967 5.137401 2.959786 0.0115 -0.0315 -0.0647
H -3.448576 0.700912 -1.396509 0.0334 0.0770 -0.0027
O 0.922108 -4.424355 -0.765489 0.0464 0.0495 0.0748
O -1.933764 -3.342524 2.458336 0.0886 0.0590 0.1071
H 4.789347 -1.841984 -2.520277 -0.0584 0.0322 0.0216
C 3.837425 -0.851547 2.469131 -0.0673 -0.0478 0.0648
O 1.805737 -2.396280 0.336089 -0.0508 -0.4469 -0.1792
C 2.543708 -0.355212 2.287917 0.0169 0.2778 -0.0789
C -1.783397 5.591623 -5.630899 0.0081 -0.0149 0.0206
C -0.466781 5.498854 -6.071696 -0.0230 -0.0043 0.0233
H -4.679942 -1.411341 -1.507680 -0.0455 -0.0924 0.0114
C -6.027258 1.829627 -3.690749 0.0606 0.0176 0.0284
C 2.738896 -4.723548 1.055545 -0.0184 0.0838 -0.0260
F 3.754011 -4.570093 0.203028 0.1302 -0.0837 0.0241
O -0.301789 1.965011 0.961774 0.2433 -0.3167 0.0231
H 0.539741 3.676952 -1.130234 0.0805 -0.0567 -0.0029
C 3.725814 -1.677877 -2.601979 0.0288 0.0503 -0.0391
H -2.478150 -1.149634 -2.683909 0.0239 -0.0576 0.0591
C -0.113216 3.617609 -4.611118 -0.0088 0.0160 -0.0402
Bi 0.208719 0.302525 -0.288780 -0.4317 0.3848 0.2618
C 0.110393 -2.968858 4.028927 -0.0651 0.1355 -0.0523
S 1.322517 -3.746966 0.435140 -0.2935 0.2739 -0.1436
C -5.949369 0.976828 -4.780791 0.0265 0.0026 -0.0119
H -1.465542 2.175323 3.948029 0.0660 -0.0179 0.0032
C 3.682038 2.931366 -1.614217 -0.0705 -0.0300 0.0160
H 2.523462 2.516107 2.888153 -0.0408 0.0579 -0.0629
H -0.301639 5.144541 1.223385 -0.0534 -0.0425 0.0447
C 4.459769 -0.620483 1.258924 0.0366 0.0463 -0.0349
N -1.365130 -2.042977 -1.153827 -0.0880 -0.0173 -0.1145
N 3.094511 1.780144 -1.247477 -0.0659 -0.0299 -0.0124
C -1.426014 3.709998 -4.166120 -0.0211 0.0640 -0.0391
H -2.435337 6.361921 -6.025028 0.0048 -0.0153 0.0007
S -0.569156 -2.922128 2.327738 -0.0650 -0.0338 -0.4580
H 2.137796 4.246239 2.819711 -0.0236 -0.0499 -0.0035
H -2.360474 1.186585 0.731689 0.0548 0.0073 0.0001
C -4.706975 0.624191 -5.298428 0.0248 -0.0015 0.0277
C -3.560825 0.075715 -0.515580 -0.0059 -0.0548 0.0625
N 0.287372 -4.005578 1.601842 -0.0527 -0.0790 -0.1091
O -0.334483 -1.569574 1.880493 -0.1204 0.1818 0.2189
N -2.387313 0.254336 0.329599 0.2467 0.1207 0.1361
C -3.621436 1.978469 -3.624445 -0.0395 -0.0048 -0.0370
C 0.365165 4.514841 -5.560903 -0.0336 -0.0109 0.0285
H -1.522587 -2.627456 -0.337336 0.0002 -0.0174 -0.0506
H -4.904161 2.991935 -2.254604 -0.0005 -0.0200 -0.0172
```
Forces are in eV/Å.

***

(2)
Molecular formula: C29H39BBr4ClF13N2O7S
Method: DFT, ωB97M-V with the def2-TZVPD basis set

## Properties
Frontier orbital gap in eV: 5.85

```
97
Properties=species:S:1:pos:R:3:forces:R:3
H 0.957453 -4.638660 -2.452832 -0.4294 0.1492 -0.2061
F -2.496090 -1.519198 -3.957229 0.1204 0.1704 0.2032
F 1.607838 1.550379 10.031654 0.0087 0.1520 -0.2168
H 1.210865 0.109289 0.938415 -0.1343 -0.4157 0.1954
F -0.975738 4.183699 -3.832418 -0.6044 -0.0405 0.5634
C -1.880858 -2.363363 -3.003111 -0.8268 -0.4616 -0.2510
H 0.486794 2.596677 0.404628 -0.1732 0.0394 0.0380
C 2.908931 3.453984 7.737472 1.1644 0.4244 0.6673
H -0.240988 -0.934424 1.236214 0.1519 0.0696 -0.1628
H -2.110640 -1.976793 -0.816779 0.1492 -0.3896 -0.3196
H -6.103556 -3.786033 -2.384458 0.2646 -0.2449 -0.3456
H -1.300849 4.178888 0.394041 -0.0564 -0.0076 0.1659
C 1.817831 -2.763786 -4.172199 0.1664 0.9741 -1.4935
O 3.863452 3.864772 7.129627 -0.1807 -0.0784 -0.1687
C 2.780037 -2.449987 0.839090 -0.5120 0.6177 -0.1231
H 4.749692 -0.921550 -3.411804 -0.1810 0.0311 0.0814
H 3.017058 -3.696187 -1.810625 0.0855 0.6624 0.1791
H 0.015779 -3.597726 -1.340308 0.0166 -0.4102 -0.2112
O 2.191444 -2.283544 -0.437653 0.0362 0.1922 -0.4411
C 1.599240 3.000905 7.125504 -1.0945 -0.3983 -0.3390
F 0.793533 3.682584 10.196727 0.0988 -0.0931 -0.2282
H 0.023225 -1.735023 -0.631926 0.6129 -0.1631 -0.5912
C 0.118766 0.030520 0.858340 0.0127 0.6160 -0.4966
F 2.095814 1.647182 -4.824685 0.0193 -0.2271 -1.1858
C -2.019537 3.419915 3.642344 -0.5211 0.0413 0.7539
H -1.168070 0.794087 -0.673174 0.0391 -0.2257 -0.6515
H 2.597584 -0.661623 -4.496143 -0.3422 -0.3315 -0.1125
C -1.820585 4.077355 2.476414 -0.2511 0.3015 -0.4534
F 2.105141 -4.173848 2.304291 0.1793 -0.5867 0.4115
H -3.532522 2.114797 2.824389 -0.0162 -0.1166 0.1792
H 3.571408 -1.152416 -2.143914 -0.1472 -0.3446 -0.0514
C -3.092709 2.360388 3.797211 1.1995 -0.9616 -0.4312
O -1.028490 0.913094 -3.403359 0.0202 0.1906 2.1600
H -1.567805 0.937820 1.773936 0.0449 0.4469 -0.3192
F 2.067531 3.694249 -3.130667 0.7411 0.0906 -0.2538
H -1.985862 5.158876 2.465840 1.8285 0.1518 0.2978
Br 1.255568 -2.964864 -6.065574 -1.2105 -0.2710 0.5267
H -2.729405 1.456587 4.307773 -0.1902 -0.0089 -0.1647
Cl -0.948800 -4.465164 -4.299712 0.1647 -0.0606 -0.0503
Br -2.599263 -4.663561 -1.349292 0.7498 -0.5563 -1.0247
S 0.176781 0.212031 -3.730279 -2.6290 1.2502 -2.3052
B 1.487763 2.783025 9.391124 -0.3314 -0.2021 1.2473
Br 4.082623 -2.148590 -5.791735 0.7728 0.5309 0.6186
H 3.068361 -1.454606 1.184359 0.1389 -0.1602 -0.0821
H -3.461456 -3.773580 -3.602531 0.6961 -0.4165 -0.0204
O 0.785823 2.615831 8.083198 0.4026 0.1645 -0.3610
O 0.102655 -0.199849 -5.084582 1.6673 -1.3020 -0.4206
C 0.870630 -3.640281 -2.023821 0.6797 1.4405 0.6933
H -3.890032 2.765612 4.429454 0.1958 0.2026 -0.0634
H 4.425712 -2.550776 -2.944434 -0.1994 0.0788 0.2775
C -3.051653 -3.337828 -2.698548 -0.9813 1.0699 1.4065
H 1.066037 0.547842 3.123547 -0.0711 0.3062 0.3073
H -2.291900 -0.612248 -1.850112 0.2766 -0.0278 -0.2527
C -0.134999 2.572659 1.306365 -0.8838 -0.1193 0.7657
C 0.625467 -2.577309 -3.169598 -0.2287 -1.2672 0.8725
F 0.526507 -3.149457 1.314080 -0.6507 0.1960 -0.3137
C 0.964397 2.949889 -3.288352 0.6004 0.6613 -0.2756
C 0.107497 3.674985 -4.385555 -0.6971 0.3083 0.0906
C 1.735828 -2.975340 1.861337 1.2406 -0.5723 -0.7759
H -0.486818 -0.101464 3.563912 -0.1208 0.2902 0.1710
N -0.299726 -1.088569 -1.365451 -1.1256 0.4126 -0.2123
C 3.942150 -1.580036 -3.079498 0.2950 0.1640 -0.3657
C -0.226720 0.245587 -0.641189 0.1252 0.2553 1.6808
C -0.485541 1.128168 1.750909 0.3533 -0.6638 0.8652
H 3.653449 -3.103628 0.787540 -0.1336 -0.0038 0.1810
H 2.125176 -4.322920 -0.475735 -0.1109 0.0702 -0.1893
F 1.639949 -2.160406 2.880225 -0.3207 0.5239 0.7508
C -1.178187 3.743758 4.882535 -1.6224 0.2153 -0.6151
C 0.550214 -1.148028 -2.560030 1.9712 -0.3097 0.2697
C 1.502241 1.537063 -3.664078 0.4642 0.2747 0.9475
F 2.473045 1.229436 -2.782638 -0.1408 -0.3861 0.7236
H -0.105659 1.652026 3.875115 -0.0832 -0.2299 0.0805
H 2.332429 -3.702513 -3.972539 -0.2003 0.0181 0.1076
F 0.773451 4.678862 -4.902891 0.8048 0.4296 -0.3302
F 0.382072 2.977684 -2.105312 -0.9054 -0.5532 0.5664
C -4.321658 -2.500974 -2.153466 -0.5341 -1.5717 -0.7355
H -6.281688 -2.128947 -2.897540 -0.0710 -0.2380 -0.0284
H -0.157761 3.757004 4.525969 0.0908 0.3566 0.4018
H -1.462147 4.678587 5.378891 0.2563 -0.0873 0.0701
C 2.133949 -3.485773 -1.192042 -0.0158 -1.4859 0.4263
C -1.697889 -1.517779 -1.720054 -0.2762 0.7646 0.4498
C 2.932125 -1.663107 -4.231582 0.7847 -0.5275 -0.1576
C -1.433375 3.417434 1.169723 -1.2554 -0.2038 -0.6599
H 0.428718 3.025780 2.129707 0.2399 -0.0225 -0.3480
N -0.725828 -2.898988 -3.664358 -0.1113 0.3769 0.1271
F -0.264466 2.881913 -5.371295 0.0186 -0.7861 -0.3248
Br -4.724147 -2.834994 -0.252900 -0.2241 1.3029 -0.1458
H 0.592859 0.838121 -1.042269 -0.3256 -0.0726 -0.4015
C -5.592362 -2.981088 -2.910356 -0.0651 1.1008 0.3536
H -2.259195 2.765719 0.823529 0.2941 -0.0008 -0.2403
C 0.000166 0.808659 3.197267 0.4600 -0.2916 -0.9543
O 2.832855 3.323166 9.047974 -0.2237 -0.0501 -0.6179
H -1.282298 2.901347 5.569758 0.0601 0.3134 0.1976
H -5.390784 -3.188688 -3.964587 0.0249 -0.1907 0.1735
H 1.555420 -0.913366 -2.181422 -0.1318 -0.0736 -0.2398
O 1.333126 2.989524 5.947102 0.4318 -0.1263 0.0278
H -4.236401 -1.438874 -2.368893 0.3212 -0.0636 0.4558
```
Forces are in eV/Å.